The following is a DFT calculation (ωB97M-V/def2-TZVPD) of a molecular structure, C41H72AlBr3Cl2FN2NaO15S2Si in a non-equilibrium geometry.

Last column: Löwdin charge in e.
CARTESIAN COORDINATES (ANGSTROEM)
C1 -5.26245 3.29129 -1.20330  -0.0187
C2 -4.18146 3.25344 -2.29519  -0.2706
O1 -3.72660 4.54693 -2.62319  -0.1401
C3 -3.00403 4.50937 -3.86424  -0.1442
C4 -1.61848 3.86395 -3.62265  -0.1944
O2 -1.13707 2.95907 -4.57245  -0.0896
C5 -1.95317 1.80887 -4.69857  -0.1694
C6 -2.02361 0.96864 -3.42197  -0.1889
O3 -0.95011 0.11593 -3.15345  -0.1083
C7 -1.03003 -1.16718 -3.73477  -0.1032
C8 -1.16213 -2.22994 -2.60211  -0.3627
C9 -2.61199 -2.36517 -2.05758  -0.0804
C10 -3.74029 -2.30521 -3.11431  -0.1815
C11 -4.98474 -3.13878 -2.72182  -0.2288
C12 -6.09874 -2.89835 -3.75029  -0.1818
O4 -7.29295 -2.33513 -3.16770  -0.0085
C13 -7.13687 -1.02942 -2.82683  -0.5302
C14 -6.72287 -0.00205 -3.86597  0.0180
O5 -7.35995 -0.67476 -1.69915  0.1145
N1 -0.34240 -1.72489 -1.51860  0.0031
C15 -0.27345 -2.49166 -0.29185  -0.1728
C16 -1.08593 -1.84745 0.86986  -0.2360
O6 -1.21579 -0.43569 0.75104  -0.2166
Si1 0.05090 0.48972 1.30053  0.4445
C17 0.73992 -0.04199 2.96087  -0.1430
C18 1.39145 0.62679 -0.02166  -0.1353
C19 -0.67481 2.23296 1.53320  -0.1421
C20 -0.69695 -3.58426 -3.20768  -0.2875
C21 0.82818 -3.72475 -3.37136  -0.1042
C22 1.27237 -3.53854 -4.83798  -0.1663
C23 2.52721 -2.62173 -4.94661  -0.2087
C24 2.32838 -1.61204 -6.08777  -0.3097
S1 2.81291 0.04038 -5.57938  0.2786
O7 4.02181 0.02963 -4.80347  -0.3664
O8 1.69046 0.60344 -4.90298  -0.3923
Cl1 3.04724 1.04929 -7.35232  0.2640
O9 -1.37767 -3.88207 -4.42243  -0.1567
C25 -2.16176 -5.06395 -4.28231  -0.2577
H1 -4.90213 2.75014 -0.31485  0.0338
H2 -5.55771 4.30578 -0.94005  0.0949
H3 -6.14948 2.75134 -1.52934  0.0830
H4 -3.34154 2.69154 -1.85505  0.0657
H5 -4.51014 2.71245 -3.18523  0.1261
H6 -3.58889 4.07660 -4.67861  0.1250
H7 -2.84158 5.55283 -4.13399  0.1232
H8 -0.89318 4.68052 -3.60659  0.1283
H9 -1.60151 3.44740 -2.60569  0.1018
H10 -1.51118 1.20805 -5.50245  0.0467
H11 -2.98853 2.01194 -5.00947  0.1140
H12 -2.12768 1.58636 -2.52789  0.0819
H13 -2.93923 0.35982 -3.48316  0.1106
H14 -1.77002 -1.27307 -4.52728  0.1360
H15 -0.05935 -1.34177 -4.21500  0.1200
H16 -2.70311 -3.28528 -1.47219  0.1229
H17 -2.75890 -1.51171 -1.39108  0.1217
H18 -3.41067 -2.50198 -4.13464  0.1127
H19 -4.11652 -1.27608 -3.10432  0.0809
H20 -4.74367 -4.24616 -2.58453  -0.1270
H21 -5.30761 -2.71018 -1.76706  0.1291
H22 -6.41390 -3.85991 -4.15788  0.0981
H23 -5.75165 -2.28908 -4.58867  0.1196
H24 -6.98873 0.97640 -3.47919  0.0757
H25 -7.22458 -0.16468 -4.82201  0.0955
H26 -5.65086 -0.06990 -4.05911  0.0670
H27 0.57197 -1.45348 -1.84324  0.1001
H28 0.78165 -2.50083 0.01692  0.1129
H29 -0.56929 -3.54414 -0.36591  0.1215
H30 -0.65757 -2.19443 1.81593  0.0968
H31 -2.09722 -2.25995 0.84268  0.0921
H32 1.56113 0.59669 3.26209  0.0066
H33 1.12364 -1.06373 2.83774  0.0334
H34 -0.04695 -0.11001 3.71614  0.0539
H35 1.83544 1.62255 0.09722  0.0217
H36 0.97722 0.58812 -1.03102  0.0306
H37 2.17292 -0.12941 0.08363  0.0345
H38 0.10630 2.97265 1.69316  0.0328
H39 -1.35579 2.48658 0.70626  -0.0237
H40 -1.29323 2.16581 2.43604  0.0443
H41 -1.01830 -4.36706 -2.50720  0.1303
H42 1.10268 -4.73773 -3.06227  0.1146
H43 1.41692 -3.06105 -2.74057  0.0959
H44 1.58608 -4.50500 -5.23376  0.1117
H45 0.51185 -3.08382 -5.46296  0.0982
H46 3.42447 -3.20408 -5.16493  0.1084
H47 2.74672 -2.11021 -4.00647  0.0931
H48 1.29335 -1.50357 -6.41577  0.0071
H49 2.87893 -1.92731 -6.97533  0.1001
H50 -1.57507 -5.92716 -3.96958  0.0494
H51 -2.94897 -4.86390 -3.55707  0.0056
H52 -2.59406 -5.25353 -5.25256  0.0159
Na1 -3.16570 2.66772 0.58743  0.6682
O10 1.32471 2.73895 4.04481  0.1044
C26 1.75637 2.58462 5.15169  -0.4642
O11 1.84586 1.37187 5.74986  0.0283
C27 2.30064 1.52164 7.10346  -0.1497
C28 3.01901 2.86196 7.13021  -0.1535
C29 2.23745 3.66445 6.09514  -0.0523
H53 1.43500 1.49600 7.76809  0.1332
H54 2.95663 0.68901 7.35288  0.1130
H55 3.04331 3.31849 8.11928  0.1206
H56 4.05036 2.73786 6.78685  0.0867
H57 1.37320 4.16723 6.53124  0.1412
H58 2.86733 4.38071 5.57501  0.0986
F1 5.31267 1.44753 6.40651  0.0730
C30 6.59899 1.13610 6.23153  -0.2575
C31 7.36308 1.85419 5.33696  0.0462
C32 8.70073 1.51883 5.17309  -0.0080
C33 9.26352 0.46581 5.89320  -0.0413
C34 8.49056 -0.25313 6.78500  -0.1307
C35 7.14444 0.08892 6.96087  -0.2505
H59 6.91317 2.66469 4.77788  0.1375
H60 9.30993 2.08064 4.47889  0.1282
H61 10.30414 0.21009 5.75336  0.1238
H62 8.92421 -1.07762 7.34296  0.1146
H63 6.50727 -0.46185 7.65713  0.0044
C36 4.23281 4.69523 2.11302  -0.1527
C37 3.62355 5.94801 1.52502  -0.1485
O12 3.49006 6.83933 2.64352  -0.1799
S2 4.68286 6.59012 3.67715  0.5972
O13 5.70189 7.54644 3.45071  -0.2070
O14 4.12068 6.37921 4.96316  -0.2307
O15 5.17427 5.17477 3.09270  -0.2052
H64 3.48097 4.08976 2.62536  0.1206
H65 4.73865 4.08923 1.36633  0.1389
H66 2.65651 5.76474 1.06655  0.1391
H67 4.28926 6.41364 0.79593  0.1381
Br1 0.08432 0.57459 -7.72628  -0.4033
Al1 7.28401 0.24409 9.27869  1.0183
N2 -0.18219 -3.91012 5.03139  -0.0135
C38 -0.79007 -3.00679 5.86729  -0.1914
C39 -2.00473 -3.51886 6.22337  -0.2141
C40 -2.13950 -4.78283 5.58312  -0.2368
C41 -0.99672 -4.99894 4.86748  -0.1844
H68 0.71717 -3.79365 4.60901  0.1225
H69 -0.30651 -2.07920 6.12693  0.0857
H70 -2.72469 -3.04261 6.86549  0.0837
H71 -2.97604 -5.45482 5.64734  0.0829
H72 -0.69393 -5.82847 4.25159  0.0992
Cl2 -3.53542 -3.13320 3.72250  -0.4212
Br2 -3.57884 -7.45560 -4.75239  0.2475
Br3 -5.19225 -6.10680 -2.74570  0.3999

**Total charge**: 0
**F_max**: 4.03 eV Å⁻¹
**Multiplicity**: 1
**Orbital gap**: 1.10 eV
**Highest occupied orbital energy**: -5.24 eV

The following is a DFT calculation (ωB97M-V/def2-TZVPD) of a molecular structure, C2HO4Ru in a non-equilibrium geometry.

Last column: natural (NBO) charge in e.
CARTESIAN COORDINATES (ANGSTROEM)
O1 2.94838 2.08098 0.13480  -0.2237
C1 2.17878 1.23916 0.24960  1.1200
O2 1.43143 0.45804 0.72262  -0.7209
C2 -1.67361 -0.82781 -0.58916  0.6297
O3 -1.90088 0.05665 0.27973  -0.5260
O4 -0.93618 -1.80093 -0.26020  -0.5362
Ru1 -0.16489 -0.61180 1.14788  1.9932
H1 -1.88304 -0.59431 -1.68528  0.2640

**Total charge**: +2
**F_max**: 5.08 eV Å⁻¹
**Multiplicity**: 6
**Orbital gap (alpha / beta)**: 11.03 / 8.43 eV
**Relative energy (zero: lowest compared OMol25 entry of this formula, charge and spin)**: 0.0 kJ/mol
**Highest occupied orbital energy (alpha / beta)**: -22.05 / -22.85 eV

The following is a DFT calculation (ωB97M-V/def2-TZVPD) of 2 unconnected molecules or ions with the total composition C2H4NO2 in a non-equilibrium geometry.

Last column: natural (NBO) charge in e.
CARTESIAN COORDINATES (ANGSTROEM)
C1 -0.52769 -0.69048 -0.03008  0.4812
C2 -0.19962 0.12345 -1.27976  -0.7501
N1 1.53300 0.64095 3.00861  0.6423
O1 1.22135 0.74491 1.94116  0.1461
O2 -0.32559 -0.43337 1.14482  -0.5202
H1 -1.16271 -1.64357 -0.10766  0.1859
H2 0.84810 0.46283 -1.43933  0.2682
H3 -0.78733 1.08458 -1.00511  0.2722
H4 -0.59952 -0.28932 -2.23265  0.2745

**Total charge**: +1
**F_max**: 6.72 eV Å⁻¹
**Multiplicity**: 1
**Orbital gap (alpha / beta)**: 6.82 / 6.74 eV
**Relative energy (zero: lowest compared OMol25 entry of this formula, charge and spin)**: 374.6 kJ/mol
**Highest occupied orbital energy (alpha / beta)**: -15.08 / -15.01 eV

The following is a DFT calculation (ωB97M-V/def2-TZVPD) of C4H8N2O in the gas phase in a non-equilibrium geometry.

Last column: natural (NBO) charge in e.
CARTESIAN COORDINATES (ANGSTROEM)
C1 -1.47188 -0.97882 -0.14196  -0.7005
C2 -0.66973 0.16399 -0.67127  0.6042
C3 -0.14067 1.16170 0.18733  -0.6268
O1 -0.72401 0.43318 -1.96266  -0.6124
H1 -0.82817 -0.38169 -2.47724  0.4953
H2 -2.52185 -0.66857 -0.10370  0.2467
H3 -1.14124 -1.22861 0.86408  0.2492
H4 -1.41019 -1.84956 -0.79495  0.2289
H5 -0.58375 1.23962 1.17393  0.2344
H6 0.11048 2.13397 -0.21220  0.2427
N1 1.80541 0.10591 1.43831  -0.8890
C4 1.43746 0.14101 0.08890  0.3516
N2 1.71914 -0.52592 -0.89444  -0.6072
H7 2.37121 -0.71904 1.60610  0.3970
H8 2.04780 0.97283 1.89977  0.3859

**Total charge**: 0
**F_max**: 3.02 eV Å⁻¹
**Multiplicity**: 1
**Orbital gap (alpha / beta)**: 7.90 / 7.90 eV
**Relative energy (zero: lowest compared OMol25 entry of this formula, charge and spin)**: 425.5 kJ/mol
**Highest occupied orbital energy (alpha / beta)**: -7.28 / -7.28 eV

The following is a DFT calculation (ωB97M-V/def2-TZVPD) of a molecular structure, C11H18Cl2O4Tc in a non-equilibrium geometry.

Last column: natural (NBO) charge in e.
CARTESIAN COORDINATES (ANGSTROEM)
C1 -0.01501 -0.11063 -2.30012  0.0213
C2 -0.16242 -1.52908 -2.02188  -0.2103
C3 1.06148 -1.97336 -1.34010  -0.2042
C4 -1.06354 -2.47691 -2.72421  -0.6147
C5 1.93076 -0.80856 -1.29663  -0.0007
C6 1.27016 0.29388 -1.88535  -0.0145
C7 1.79926 1.66282 -2.03261  -0.7020
C8 -0.97716 0.66029 -3.12630  -0.6591
C9 1.50781 -3.40005 -1.34878  -0.6185
C10 3.33907 -0.84440 -0.85543  -0.6362
Tc1 -0.43060 -1.44036 0.05121  1.0833
Cl1 -1.04838 -3.19580 1.06749  -0.3603
Cl2 -2.47399 -0.39002 -0.17026  -0.5698
O1 0.29108 -0.32453 1.16678  -0.7525
H1 -1.64527 -1.94572 -3.48672  0.2145
H2 -1.76183 -2.99176 -2.04240  0.2202
H3 -0.46438 -3.23372 -3.25605  0.1892
H4 0.82302 -4.02481 -0.75624  0.2258
H5 2.52324 -3.48525 -0.92937  0.2053
H6 1.54248 -3.77829 -2.39450  0.1794
H7 3.47272 -1.65485 -0.14441  0.2046
H8 3.61667 0.09897 -0.37743  0.2222
H9 4.04892 -1.01060 -1.67544  0.1881
H10 2.73256 1.76934 -1.46881  0.1885
H11 1.09160 2.42354 -1.62322  0.3513
H12 2.01551 1.91799 -3.08274  0.1776
H13 -1.93150 0.12698 -3.18589  0.2079
H14 -0.63147 0.83527 -4.16026  0.1852
H15 -1.15699 1.63956 -2.66855  0.2713
H16 0.15854 0.40814 2.72570  0.5488
O2 0.06439 3.63248 -0.57252  -1.3521
H17 -0.28394 3.17925 0.24992  0.4041
O3 -0.38614 -1.90000 4.08867  -0.5836
C11 -0.79878 -0.76708 3.84859  0.6803
O4 -0.07363 0.36968 3.70509  -0.7780
H18 -1.87670 -0.52776 3.72857  0.0872

**Total charge**: -2
**F_max**: 3.77 eV Å⁻¹
**Multiplicity**: 4
**Orbital gap (alpha / beta)**: 5.28 / 5.25 eV
**Highest occupied orbital energy (alpha / beta)**: -0.07 / -0.08 eV

The following is a DFT calculation (ωB97M-V/def2-TZVPD) of 2 unconnected molecules or ions with the total composition C2H4FNO3 in a non-equilibrium geometry.

Last column: natural (NBO) charge in e.
CARTESIAN COORDINATES (ANGSTROEM)
C1 -1.22566 0.20923 0.56752  -0.7724
C2 0.00658 -0.38772 0.34993  0.7792
N1 1.26848 0.33259 0.16324  0.4553
O1 1.22484 1.51153 -0.19066  -0.3828
O2 2.25596 -0.28578 0.35007  -0.3045
O3 0.00621 -0.90507 -1.68584  -0.8286
F1 0.27050 -1.47275 0.94047  -0.2454
H1 -1.94875 -0.39822 0.05604  0.2886
H2 -1.50600 0.60022 1.56080  0.2756
H3 -1.07620 1.22498 -0.03412  0.2908
H4 0.72404 -0.42901 -2.07744  0.4442

**Total charge**: 0
**F_max**: 5.53 eV Å⁻¹
**Multiplicity**: 1
**Orbital gap (alpha / beta)**: 9.17 / 9.17 eV
**Relative energy (zero: lowest compared OMol25 entry of this formula, charge and spin)**: 350.7 kJ/mol
**Highest occupied orbital energy (alpha / beta)**: -10.77 / -10.77 eV